Record 1
168
Properties=species:S:1:pos:R:3 method="wB97M-V/def2-TZVPD" charge=-1 homo_energy_ev=-4.0387 max_force_ha_per_bohr=0.10831 orbital_gap_ev=5.5 lumo_ev=1.42 energy_ha=-14112.45971
C -2.1243 1.5055 -2.0119
C -1.1373 2.7807 -1.8181
O 0.0977 2.6814 -2.5590
C 1.2278 2.3787 -1.6895
C 1.0436 0.8743 -1.1727
O 2.2111 0.2256 -0.6536
C 2.9870 1.0533 0.2598
P 3.8809 0.0463 1.6418
C 5.2204 1.4491 1.9025
C 4.7890 2.4747 3.0834
C 5.2889 2.4212 4.5347
C 4.8781 3.4451 5.6371
C 3.9160 4.6346 5.2708
C 3.4174 4.6936 3.7890
C 2.4678 5.9019 3.3341
C 3.8174 3.6552 2.7094
C 4.8116 -0.9640 2.9946
C 5.8697 -2.0517 2.6363
C 7.4165 -1.5451 2.4887
Br 5.9990 -3.1396 4.3808
B 4.8270 -0.7295 0.1504
O 5.9894 0.0365 -0.3594
O 4.5432 -1.8735 -0.6523
C 4.4718 -1.5970 -2.0728
C 2.4985 -1.3075 1.7317
Br 2.7421 -3.2865 1.5627
C 1.1194 -1.0087 2.0393
C -0.0212 -2.1624 2.1356
Br 0.4195 0.7941 2.4504
H -1.6123 0.7218 -2.6861
H -2.2668 0.9858 -0.9929
H -3.1535 1.7938 -2.3962
H -1.0173 3.0180 -0.7073
H -1.7145 3.6756 -2.2749
H 2.2417 2.6191 -2.1481
H 1.1184 3.0715 -0.7660
H 0.1579 0.7709 -0.4366
H 0.7124 0.2600 -2.0992
H 3.7912 1.5408 -0.4280
H 2.4236 1.9310 0.7251
H 3.1861 0.7104 2.7152
H 6.2638 1.0392 2.1013
H 5.3054 2.1511 0.9928
H 5.9990 1.5914 4.8667
H 5.2716 3.4041 6.7188
H 3.5998 5.4390 6.0299
H 1.4197 5.8203 3.7729
H 2.4622 5.9262 2.1783
H 2.9150 6.9168 3.6515
H 3.4393 3.7615 1.6398
H 3.9751 -1.4613 3.6253
H 5.2951 -0.2093 3.7283
H 5.6184 -2.8908 1.9142
H 7.7771 -1.6290 1.3906
H 8.1264 -2.2515 3.0671
H 7.5847 -0.5112 2.9400
H 6.7793 -0.1255 0.1894
H 4.4508 -0.4930 -2.3484
H 3.5190 -2.1287 -2.4581
H 5.3420 -2.1585 -2.5921
H 0.1834 -2.8904 2.9907
H -0.0276 -2.7239 1.1288
H -1.0727 -1.7162 2.2483
C -3.6585 -1.8903 -6.3117
C -3.5566 -0.3774 -6.5125
C -4.4932 0.2838 -5.5011
S -4.5980 -0.8356 -4.1103
O -5.9540 -1.3354 -4.0213
O -3.9155 -0.2514 -2.9735
C -3.5684 -2.1132 -4.8071
H -2.8705 -2.4235 -6.8437
H -4.6220 -2.2484 -6.6869
H -2.5264 -0.0540 -6.3276
H -3.8124 -0.0875 -7.5335
H -4.1056 1.2461 -5.1623
H -5.4992 0.4107 -5.9116
H -3.9287 -3.0907 -4.4956
H -2.5499 -1.9552 -4.4460
C 2.2260 3.1818 10.2017
C 1.4557 4.4930 10.0418
C 2.4446 5.6374 10.2717
S 4.0543 5.0111 9.8002
O 4.8873 4.9531 10.9796
O 4.4854 5.6607 8.5820
C 3.5116 3.3578 9.4045
H 1.6480 2.3263 9.8464
H 2.4599 3.0171 11.2587
H 1.0500 4.5552 9.0269
H 0.6139 4.5546 10.7354
H 2.2020 6.5072 9.6604
H 2.4888 5.9229 11.3242
H 4.2851 2.6386 9.6728
H 3.3170 3.3185 8.3299
C -4.5315 -4.6154 0.0796
C -4.1377 -3.1562 -0.1596
C -2.7888 -3.1571 -0.8809
S -2.7154 -4.6889 -1.8028
O -1.6603 -5.5087 -1.2527
O -2.8083 -4.3982 -3.2176
C -4.2821 -5.3319 -1.2415
H -5.5704 -4.7078 0.3952
H -3.9005 -5.0441 0.8636
H -4.8922 -2.6735 -0.7898
H -4.0839 -2.5940 0.7753
H -2.6999 -2.3154 -1.5699
H -1.9571 -3.1484 -0.1741
H -4.2240 -6.4156 -1.1390
H -5.0382 -5.0639 -1.9833
C -5.0734 -8.4906 4.5923
C -4.8157 -8.8473 3.1268
C -5.8409 -8.0876 2.2826
S -6.2545 -6.6116 3.2064
O -7.6416 -6.6903 3.6032
O -5.7109 -5.4570 2.5273
C -5.2379 -6.9769 4.6264
H -4.2576 -8.8199 5.2391
H -5.9936 -8.9755 4.9342
H -3.8044 -8.5341 2.8482
H -4.8840 -9.9238 2.9548
H -5.4324 -7.8038 1.3120
H -6.7553 -8.6674 2.1460
H -5.7232 -6.6175 5.5334
H -4.2784 -6.4736 4.4881
C 9.7099 4.3278 4.8387
C 10.9744 3.5529 5.2160
C 10.5824 2.5254 6.2796
S 8.8591 2.1375 5.9890
O 8.0867 2.6017 7.1186
O 8.7536 0.7868 5.4849
C 8.6257 3.2774 4.6366
H 9.8567 4.9302 3.9398
H 9.4316 5.0011 5.6560
H 11.3633 3.0377 4.3315
H 11.7618 4.2168 5.5809
H 11.1767 1.6147 6.1979
H 10.6706 2.9380 7.2862
H 7.6169 3.6891 4.6669
H 8.7796 2.7268 3.7057
C -9.5327 2.1436 -5.5847
C -9.1463 3.6067 -5.8113
C -7.7983 3.6182 -6.5349
S -7.7200 2.0948 -7.4702
O -6.6594 1.2754 -6.9271
O -7.8161 2.3956 -8.8813
C -9.2822 1.4396 -6.9118
H -10.5727 2.0433 -5.2678
H -8.8978 1.7104 -4.8050
H -9.9039 4.0911 -6.4359
H -9.0936 4.1609 -4.8716
H -7.7140 4.4652 -7.2164
H -6.9656 3.6245 -5.8293
H -9.2189 0.3557 -6.8181
H -10.0402 1.7101 -7.6503
C -2.6675 -0.7230 -12.4259
C -3.6160 0.2844 -11.7723
C -4.6360 -0.5096 -10.9539
S -3.8171 -2.0254 -10.4694
O -4.4801 -3.1340 -11.1165
O -3.5706 -1.9992 -9.0451
C -2.2851 -1.7044 -11.3257
H -1.7881 -0.2350 -12.8512
H -3.1868 -1.2490 -13.2336
H -3.0462 0.9446 -11.1104
H -4.1112 0.9138 -12.5150
H -4.9475 0.0344 -10.0612
H -5.5098 -0.7743 -11.5517
H -1.8695 -2.6369 -11.7068
H -1.5942 -1.2476 -10.6136



Record 2
153
Properties=species:S:1:pos:R:3 method="wB97M-V/def2-TZVPD" homo_energy_ev=-9.4079 smiles="O=C1CCCO1.O=C1CCCO1.O=C1CCCO1.C1CCOC1.C1CCOC1.C1CCOC1.C1CCOC1.C1CCOC1.C1CCOC1.C1CCOC1.C1CCOC1.C1CCOC1" max_force_ha_per_bohr=0.09487 orbital_gap_ev=9.9 lumo_ev=0.48 e_above_lowest_kj_mol=298.1 energy_ha=-3011.30912
O -0.2491 2.1718 -3.4242
C -1.2255 2.8460 -3.7903
C -2.2200 3.6674 -2.9700
C -3.1230 4.3924 -4.0074
C -2.4746 4.0322 -5.3432
O -1.5217 2.9499 -5.0899
H -2.7195 3.0927 -2.1900
H -1.6969 4.4101 -2.3677
H -4.1332 3.9830 -4.0023
H -3.1674 5.4684 -3.8389
H -3.2450 3.7045 -6.0413
H -1.9606 4.8897 -5.7774
O -2.0903 0.4143 -0.0310
C -0.8628 0.3176 0.0995
C 0.1335 -0.2069 -0.9367
C 1.2374 -0.5379 0.0022
C 1.1789 0.4736 1.0518
O -0.1926 0.7692 1.1628
H -0.2651 -1.1225 -1.3734
H 0.2496 0.6014 -1.6588
H 0.9866 -1.5117 0.4228
H 2.2282 -0.6388 -0.4408
H 1.5560 0.0121 1.9644
H 1.8162 1.2822 0.6938
O -5.6192 -0.0485 6.1604
C -5.1206 0.1505 5.0164
C -3.8576 -0.4001 4.4088
C -4.1512 -0.3368 2.9794
C -5.0082 0.9181 2.8567
O -5.7016 0.9522 4.0862
H -3.0370 0.2526 4.7067
H -3.6800 -1.3863 4.8377
H -3.2014 -0.2053 2.4610
H -4.7321 -1.1873 2.6225
H -4.3901 1.8088 2.7444
H -5.6598 0.8770 1.9839
C 1.8092 4.2064 0.6224
C 1.9406 5.7631 0.6450
C 0.7234 6.1676 -0.1805
O 0.1838 4.9683 -0.7294
C 1.1319 3.9106 -0.6782
H 1.1603 3.9604 1.4629
H 2.7372 3.6404 0.7038
H 2.8594 6.0475 0.1320
H 1.8650 6.2640 1.6101
H 1.0444 6.7693 -1.0309
H -0.0100 6.6364 0.4755
H 1.8568 3.8353 -1.4888
H 0.6948 2.9128 -0.6416
C 5.5444 0.1401 -2.1661
C 4.3426 0.2234 -3.0985
C 3.5508 1.3705 -2.4463
O 3.9095 1.2850 -1.0759
C 5.0593 0.4252 -0.7896
H 6.1999 0.9343 -2.5235
H 6.1244 -0.7828 -2.1685
H 3.8658 -0.7568 -3.1018
H 4.6165 0.4655 -4.1254
H 2.4721 1.2552 -2.5528
H 3.7744 2.3696 -2.8204
H 4.8154 -0.5351 -0.3353
H 5.7867 0.9472 -0.1678
C 5.3028 -2.1669 3.5315
C 4.3372 -1.1210 3.0226
C 5.2791 0.1550 2.9793
O 6.4521 -0.4124 2.4589
C 6.6511 -1.6047 3.1973
H 5.1462 -3.1192 3.0248
H 5.2966 -2.3642 4.6035
H 3.4591 -0.9806 3.6529
H 3.9898 -1.4981 2.0607
H 5.4602 0.6371 3.9399
H 4.9723 0.9362 2.2838
H 7.1870 -1.2745 4.0873
H 7.2222 -2.3554 2.6511
C 0.5474 -2.4442 5.9818
C -0.6961 -1.8940 5.1912
C 0.0998 -1.4244 3.9648
O 0.9729 -2.5507 3.6817
C 1.5025 -3.0109 4.9191
H 0.2671 -3.1626 6.7522
H 0.9792 -1.6285 6.5617
H -1.2356 -1.1680 5.7995
H -1.4307 -2.6258 4.8552
H 0.5657 -0.4534 4.1328
H -0.5665 -1.0764 3.1755
H 2.5127 -2.6145 5.0210
H 1.5160 -4.1003 4.9546
C -0.4823 -4.3348 0.6905
C -1.5164 -3.2854 1.1022
C -2.3175 -3.1299 -0.2204
O -1.3925 -3.2627 -1.2099
C -0.3902 -4.2327 -0.8117
H -0.8146 -5.3329 0.9758
H 0.3796 -3.9480 1.2342
H -1.1237 -2.3148 1.4053
H -2.1471 -3.5481 1.9515
H -2.7762 -2.1556 -0.3892
H -3.1302 -3.8471 -0.3353
H 0.5506 -3.7133 -0.9939
H -0.5121 -5.1403 -1.4029
C 4.1052 -4.4099 -0.3223
C 3.7139 -3.4893 -1.5128
C 3.1191 -4.5262 -2.6690
O 3.3768 -5.8202 -2.1430
C 4.3845 -5.7337 -1.0744
H 3.2458 -4.4326 0.3478
H 4.9628 -4.0778 0.2627
H 4.5946 -3.0410 -1.9729
H 3.0604 -2.6581 -1.2483
H 3.5721 -4.3466 -3.6440
H 2.0388 -4.4112 -2.7578
H 5.4314 -5.6880 -1.3742
H 4.1898 -6.6437 -0.5069
C 0.3367 -1.4052 -5.3958
C 0.1647 -2.5470 -4.4843
C 0.8153 -3.6370 -5.2922
O 1.8563 -3.1135 -6.1150
C 1.6962 -1.7081 -6.1002
H 0.2407 -0.5014 -4.7941
H -0.3839 -1.5320 -6.2037
H -0.8735 -2.8413 -4.3304
H 0.7238 -2.3434 -3.5710
H 0.0628 -4.1096 -5.9235
H 1.1901 -4.4374 -4.6544
H 1.6275 -1.2687 -7.0953
H 2.3968 -1.1959 -5.4408
C -5.8240 0.6438 -1.4308
C -7.0951 0.5405 -0.5570
C -7.1493 -0.9486 -0.1926
O -5.8238 -1.4364 -0.2593
C -4.9534 -0.3819 -0.7355
H -5.2836 1.5894 -1.3863
H -6.0972 0.4297 -2.4641
H -7.9528 0.9660 -1.0780
H -6.9186 1.1235 0.3469
H -7.8043 -1.4306 -0.9184
H -7.4970 -1.0492 0.8355
H -4.2872 -0.8984 -1.4265
H -4.4713 0.2015 0.0489
C -3.6335 4.0598 0.9005
C -3.6868 5.5389 0.8744
C -3.0151 5.9879 2.0920
O -1.9114 5.1078 2.0392
C -2.3473 3.7941 1.5964
H -3.6398 3.6887 -0.1244
H -4.4005 3.5691 1.4997
H -4.6923 5.9598 0.8800
H -3.1288 5.8938 0.0079
H -3.6861 5.8090 2.9322
H -2.6375 7.0087 2.1502
H -2.3584 3.1162 2.4500
H -1.6097 3.3253 0.9451